Molecular formula: C10H16N2O2
Method: DFT, ωB97M-V/def2-TZVPD

Element x y z (Å)
O -0.228 3.739 -1.774
O -0.498 0.935 0.364
C -0.087 2.670 -1.128
N -1.070 2.171 -0.290
N 1.172 -2.237 -0.023
C -1.990 3.000 0.482
C 1.057 1.597 -1.267
C 0.565 0.427 -0.383
C 1.375 -0.150 0.816
C 0.241 -0.714 -1.371
C -0.253 -1.877 1.651
C -1.027 -2.184 0.331
C 1.160 -1.510 1.220
C -0.051 -1.977 -0.715
H 1.250 -3.227 0.042
H -2.837 2.380 0.795
H -1.380 3.547 1.251
H -2.391 3.844 -0.185
H 2.030 1.946 -0.945
H 1.288 1.403 -2.292
H 2.443 -0.200 0.438
H 1.442 0.563 1.630
H -0.576 -0.343 -1.945
H 1.086 -0.717 -2.060
H -0.873 -1.127 2.153
H -0.217 -2.822 2.210
H -1.989 -1.734 0.243
H -1.301 -3.225 0.253
H 1.938 -1.575 2.057
H -0.281 -2.604 -1.558

Atoms 1-6, force components in eV/Å:
0.6833 -2.6234 1.8525
-3.3378 2.5577 0.3225
-0.4491 1.4293 -1.6051
1.8305 -1.3919 -0.9548
3.6924 -2.5309 -1.2953
0.6935 1.2038 -0.6278

Properties
Max |F|, hartree/bohr: 0.1069
DFT total energy, a.u.: -650.50477
Charge: 0
Energy above the lowest of the compared OMol25 structures with the same formula, charge and spin, eV: 3.904
E_LUMO, eV: 0.74
Kohn-Sham gap, hartree: 0.3504
SMILES string: CN1O[C@@]2(CC1=O)C[C@H]1CC[C@@H](C2)N1

Here are the natural (NBO) charges for atoms 1 to 5, given in e: number 1, O, carries -0.61; number 2, O, carries -0.40; number 3, C, carries 0.66; number 4, N, carries -0.17; number 5, N, carries -0.64

---

Molecular formula: C10H16N2Si
Method: DFT, ωB97M-V/def2-TZVPD

Element x y z (Å)
C 3.672 -0.432 1.484
C 2.667 -1.309 1.888
C 3.437 0.461 0.451
C 1.435 -1.254 1.245
C 1.379 -0.305 0.256
C 0.213 -2.077 1.467
C -0.979 -1.261 0.921
C -2.963 0.012 -1.938
C -0.204 1.437 -2.322
C -1.944 2.024 0.199
N 2.257 0.514 -0.172
N -0.651 -0.695 -0.347
Si -1.399 0.683 -1.056
H 4.635 -0.452 1.973
H 2.841 -2.017 2.686
H 4.189 1.155 0.104
H 0.312 -3.004 0.896
H 0.067 -2.330 2.517
H -1.837 -1.930 0.792
H -1.254 -0.501 1.669
H -3.726 -0.295 -1.228
H -3.400 0.761 -2.590
H -2.707 -0.852 -2.546
H -0.072 0.778 -3.174
H -0.583 2.388 -2.689
H 0.774 1.612 -1.886
H -2.569 1.593 0.978
H -1.079 2.470 0.685
H -2.512 2.826 -0.263

Atoms 1-6, force components in eV/Å:
0.0616 0.0602 -0.0480
-0.2369 0.1014 -0.1993
0.3738 -0.1279 0.3160
0.1780 -0.0300 0.1994
-3.2903 -0.4858 -0.9266
-0.2752 0.0138 -0.1043

Properties
Max |F|, hartree/bohr: 0.0787
DFT total energy, a.u.: -789.61232
Charge: 0
Energy above the lowest of the compared OMol25 structures with the same formula, charge and spin, eV: 0.000
E_LUMO (alpha / beta), eV: 0.71 / 0.71
Kohn-Sham gap (alpha / beta), hartree: 0.3363 / 0.3363

Here are the natural (NBO) charges for atoms 1 to 5, given in e: number 1, C, carries -0.26; number 2, C, carries -0.15; number 3, C, carries 0.03; number 4, C, carries -0.12; number 5, C, carries 0.48

---

Molecular formula: C10H16N4O4
Method: DFT, ωB97M-V/def2-TZVPD

Element x y z (Å)
C 1.253 -2.134 0.456
C 0.008 -1.332 0.975
C 2.572 -1.319 0.782
C 2.653 -0.006 0.095
C 2.584 1.237 0.712
C 2.727 1.416 -1.554
C -2.187 -0.504 0.337
C -3.110 -0.705 -0.909
C -1.926 0.956 0.755
C -1.503 1.867 -0.412
H 1.697 -1.684 -1.505
H 1.541 -3.289 -1.273
H 1.246 -3.083 0.941
H 2.627 -1.167 1.859
H 3.393 -1.985 0.562
H 2.358 1.524 1.710
H 2.945 1.850 -2.564
H 2.387 3.114 -0.338
H -0.768 -1.701 -0.773
H -2.704 -0.894 1.268
H -1.185 1.002 1.567
H -3.318 2.247 1.564
H -1.436 2.928 -0.077
H -2.256 1.781 -1.199
H -0.516 1.614 -0.898
H -4.284 0.454 -0.012
N 1.145 -2.380 -0.977
N 2.830 0.178 -1.257
N 2.492 2.120 -0.418
N -0.978 -1.232 0.059
O -0.075 -0.845 2.100
O -2.739 -1.317 -1.905
O -3.245 1.350 1.187
O -4.229 -0.061 -0.857

Atoms 1-6, force components in eV/Å:
0.3876 1.8962 -0.5294
0.0773 -0.1299 0.0501
-0.8928 -0.9866 0.5286
0.5652 1.5429 0.7276
-1.1627 -0.3645 -3.4720
0.2133 1.4377 -0.0615

Properties
Max |F|, hartree/bohr: 0.0716
DFT total energy, a.u.: -910.67702
Charge: 0
Energy above the lowest of the compared OMol25 structures with the same formula, charge and spin, eV: 0.867
E_LUMO, eV: 0.44
Kohn-Sham gap, hartree: 0.3419
SMILES string: C[C@@H](O)[C@H](NC(=O)[C@@H](N)Cc1c[nH]cn1)C(=O)O

Here are the natural (NBO) charges for atoms 1 to 5, given in e: number 1, C, carries -0.12; number 2, C, carries 0.68; number 3, C, carries -0.44; number 4, C, carries 0.09; number 5, C, carries -0.10